102
Properties=species:S:1:pos:R:3:forces:R:3 method="wB97M-V/def2-TZVPD" homo_lumo_gap_ev=8.62 molar_mass_g_mol=787.77 lumo_ev=0.320 homo_ha=-0.305 multiplicity=1 total_energy_ha=-3359.89155
C -3.673 -1.584 -4.139 0.18 0.00 -0.03
C -2.590 -0.685 -4.663 -0.36 1.03 0.01
O -2.644 0.526 -4.601 0.39 -1.01 0.06
O -1.550 -1.367 -5.215 -0.34 0.03 0.73
C -0.249 -0.879 -4.888 1.01 0.26 -0.50
C 0.395 -1.711 -3.803 -0.46 -0.48 0.07
C -0.309 -1.591 -2.439 0.85 0.06 -0.63
C 0.445 -0.776 -1.388 -0.86 -0.43 0.12
O 1.857 -0.542 -1.645 0.27 0.25 -0.14
S 2.245 0.971 -1.312 -0.25 -0.31 -0.08
O 3.354 1.011 -0.430 -0.04 -0.01 0.17
O 2.296 1.694 -2.541 0.12 0.03 0.04
O 0.916 1.316 -0.509 0.36 0.13 -0.25
C -0.130 0.615 -1.262 0.26 0.75 0.61
P -1.796 0.812 -0.469 -1.18 -1.22 0.21
N -2.560 -0.553 -0.223 0.33 0.16 -0.29
H -4.100 -2.165 -4.951 -0.10 -0.10 -0.07
H -3.260 -2.271 -3.406 0.15 -0.16 -0.04
H -4.426 -0.988 -3.642 -0.20 0.15 -0.14
H 0.359 -0.964 -5.786 -0.08 -0.02 -0.21
H -0.251 0.176 -4.621 -0.38 0.12 0.02
H 0.349 -2.755 -4.109 -0.02 -0.09 -0.14
H 1.454 -1.478 -3.753 0.09 0.23 0.10
H -0.520 -2.580 -2.053 0.00 -0.10 0.20
H -1.272 -1.111 -2.579 -0.21 0.00 0.12
H 0.421 -1.313 -0.451 -0.16 0.18 0.27
H -0.165 1.143 -2.214 -0.24 -0.28 -0.28
H -2.523 1.608 -1.365 0.47 0.44 0.06
H -1.610 1.566 0.695 0.51 0.24 -0.25
H -3.415 -0.523 -0.767 -0.13 -0.13 0.04
O -0.328 3.195 -2.618 -0.42 0.05 0.24
C -0.058 4.351 -2.767 0.25 -0.16 -0.36
O -0.851 5.356 -2.340 0.00 0.02 0.08
C -0.306 6.622 -2.768 0.11 0.14 -0.03
C 1.174 6.358 -3.012 0.06 -0.02 -0.07
C 1.159 4.903 -3.469 0.09 0.43 0.27
H -0.829 6.930 -3.676 0.00 -0.03 -0.02
H -0.485 7.362 -1.991 -0.12 -0.09 0.06
H 1.624 7.043 -3.727 -0.06 -0.02 -0.05
H 1.724 6.443 -2.073 -0.01 0.02 0.01
H 1.010 4.816 -4.546 0.05 -0.04 -0.01
H 2.051 4.358 -3.173 -0.06 -0.20 -0.13
O -4.830 2.256 0.559 0.08 -0.02 -0.17
C -4.434 3.060 1.347 -0.19 -0.17 0.14
O -3.136 3.451 1.397 0.04 0.10 0.02
C -2.925 4.345 2.502 0.00 0.11 0.10
C -4.300 4.925 2.812 -0.12 -0.05 0.03
C -5.223 3.768 2.431 0.26 0.43 -0.04
H -2.518 3.771 3.337 -0.02 -0.02 0.00
H -2.202 5.103 2.209 0.05 -0.09 -0.11
H -4.401 5.258 3.842 0.04 -0.05 0.02
H -4.495 5.779 2.161 0.02 0.01 0.00
H -5.374 3.072 3.258 -0.06 -0.04 -0.03
H -6.183 4.101 2.049 -0.09 -0.20 0.01
O -0.264 -0.529 1.540 -0.24 0.02 0.44
C 0.438 -0.469 2.509 0.57 0.27 -0.42
O -0.043 -0.346 3.765 -0.09 -0.06 0.01
C 1.050 -0.198 4.696 0.18 -0.02 0.12
C 2.261 -0.792 3.989 0.05 -0.01 -0.11
C 1.952 -0.484 2.524 0.01 -0.27 0.56
H 1.173 0.866 4.911 -0.01 0.01 -0.04
H 0.798 -0.716 5.617 -0.15 0.00 -0.04
H 3.205 -0.384 4.342 -0.04 0.06 0.02
H 2.284 -1.872 4.140 0.00 0.00 0.02
H 2.311 0.501 2.221 0.00 -0.04 -0.13
H 2.337 -1.243 1.849 -0.03 0.16 -0.20
O 0.175 -4.914 3.003 0.06 -0.02 0.12
C -0.926 -4.541 3.292 -0.03 0.05 -0.38
O -1.669 -5.160 4.242 0.00 -0.01 0.08
C -2.979 -4.563 4.307 -0.14 0.12 0.03
C -2.809 -3.170 3.716 -0.01 0.03 -0.08
C -1.705 -3.395 2.687 -0.25 0.06 0.54
H -3.668 -5.181 3.726 0.03 -0.01 -0.03
H -3.308 -4.550 5.343 0.10 -0.11 0.04
H -3.727 -2.764 3.298 -0.01 -0.05 -0.03
H -2.458 -2.481 4.486 -0.01 0.00 0.00
H -2.104 -3.706 1.721 0.11 0.06 -0.07
H -1.078 -2.521 2.567 0.04 -0.06 -0.32
O 3.343 5.484 -5.807 0.02 0.14 0.10
C 3.865 4.407 -5.833 -0.19 -0.07 -0.19
O 5.175 4.226 -5.557 0.03 -0.02 0.03
C 5.540 2.848 -5.756 0.02 -0.18 -0.01
C 4.235 2.070 -5.643 -0.10 -0.01 0.01
C 3.222 3.078 -6.182 0.25 -0.24 0.32
H 5.997 2.753 -6.744 -0.02 0.02 -0.01
H 6.269 2.565 -5.002 0.03 0.15 0.03
H 4.253 1.123 -6.179 0.05 0.03 -0.06
H 4.018 1.859 -4.595 -0.01 0.00 -0.01
H 3.116 3.020 -7.266 -0.07 0.04 -0.01
H 2.249 2.986 -5.708 -0.09 0.11 -0.13
O 4.397 -6.868 7.172 0.13 -0.03 -0.05
C 3.368 -6.964 6.571 -0.08 0.15 0.19
O 3.282 -6.803 5.233 -0.04 -0.09 -0.02
C 1.903 -6.867 4.807 -0.08 -0.06 0.06
C 1.186 -7.636 5.908 -0.02 -0.02 0.13
C 1.988 -7.235 7.145 -0.14 -0.29 -0.37
H 1.526 -5.854 4.696 0.00 0.02 -0.02
H 1.852 -7.363 3.843 0.15 0.07 -0.05
H 0.125 -7.403 5.966 0.02 0.08 -0.04
H 1.287 -8.710 5.739 0.00 0.00 -0.01
H 1.614 -6.314 7.596 0.04 0.00 0.07
H 2.034 -8.020 7.894 0.08 0.14 0.16

=====

84
Properties=species:S:1:pos:R:3:forces:R:3 method="wB97M-V/def2-TZVPD" homo_lumo_gap_ev="7.99 / 5.01" relative_energy_kcal_mol=0.0 total_charge=+2 molar_mass_g_mol=591.11 lumo_ev="-4.257 / -8.695" homo_ha="-0.450 / -0.504" multiplicity=5 total_energy_ha=-2021.12634
Pd -0.380 -0.323 1.145 -0.13 0.12 0.84
C -0.414 -2.348 2.100 0.56 -0.09 0.85
C 0.986 -2.590 1.856 -0.57 -0.52 -0.06
C 0.850 -1.001 3.530 -0.41 -0.45 0.14
C -0.492 -1.384 3.189 0.56 -1.05 0.32
C 1.736 -1.771 2.733 0.43 0.40 0.46
C -1.550 -3.224 1.719 -0.10 -0.04 -0.45
H -1.347 -3.746 0.781 -0.13 0.04 0.16
H -2.465 -2.631 1.611 0.05 -0.19 -0.04
H -1.743 -3.988 2.489 0.12 0.21 -0.10
C -1.696 -1.253 4.049 -0.40 0.28 -0.01
H -2.587 -1.643 3.542 0.19 0.14 0.17
H -1.876 -0.209 4.300 -0.06 -0.42 0.09
H -1.593 -1.803 5.000 0.19 0.11 -0.34
C 1.221 -0.105 4.644 0.08 0.41 0.21
H 1.026 -0.576 5.623 0.07 0.07 -0.30
H 0.635 0.825 4.613 0.17 -0.25 0.04
H 2.281 0.158 4.598 -0.14 -0.04 0.13
C 3.214 -1.791 2.879 0.32 0.05 -0.19
H 3.500 -2.360 3.780 -0.06 0.18 -0.22
H 3.632 -0.776 2.988 -0.16 -0.36 0.05
H 3.700 -2.271 2.018 -0.14 0.11 0.30
C 1.524 -3.659 0.988 0.10 -0.16 -0.48
H 1.851 -4.529 1.587 -0.06 0.32 -0.15
H 2.395 -3.313 0.410 -0.18 -0.16 0.22
H 0.767 -4.016 0.279 0.23 0.05 0.21
C -1.729 0.277 -4.310 -0.54 -0.82 -0.47
C -1.696 -1.062 -4.437 -0.66 1.17 -0.16
C -0.895 -1.785 -5.462 0.79 -0.44 -0.46
C 0.548 -1.229 -5.710 -0.47 -0.45 -0.58
C 1.266 -0.658 -4.525 0.55 0.61 -0.17
C 1.284 0.654 -4.242 0.48 -0.63 -0.41
C 0.397 1.690 -4.876 -0.27 0.27 -0.37
C -1.036 1.213 -5.259 0.09 0.45 -0.36
H -1.389 -1.768 -6.452 -0.08 -0.10 0.48
H 0.499 -0.496 -6.537 0.20 -0.30 0.54
H -0.819 -2.846 -5.174 -0.06 0.32 -0.13
H -1.008 0.781 -6.276 -0.13 0.16 0.58
H -2.414 0.752 -3.601 0.20 -0.31 -0.17
H -2.356 -1.694 -3.843 0.04 0.23 0.03
H -1.655 2.120 -5.339 0.16 -0.25 -0.07
H 0.314 2.550 -4.190 0.09 -0.24 -0.23
H 2.020 1.049 -3.534 -0.21 -0.28 -0.01
H 0.838 2.085 -5.813 0.04 -0.10 0.51
H 1.138 -2.073 -6.102 -0.11 0.32 0.10
H 1.930 -1.352 -3.993 -0.14 0.37 -0.06
P -1.146 -0.434 -0.988 0.22 0.05 0.05
P 1.413 0.906 0.339 0.03 -0.76 0.18
C -0.415 1.041 -1.784 0.08 0.20 -0.70
C 0.678 1.836 -1.036 0.00 0.16 -0.09
H -1.220 1.728 -2.085 0.20 -0.28 0.16
H 0.005 0.636 -2.716 -0.20 0.24 0.38
H 1.502 2.121 -1.716 -0.47 0.01 0.18
H 0.243 2.758 -0.626 0.24 -0.22 -0.03
C 2.195 2.026 1.511 0.21 0.37 -0.01
H 2.712 1.435 2.280 -0.09 0.16 -0.25
H 1.446 2.659 2.001 0.16 -0.11 -0.14
H 2.920 2.655 0.974 -0.07 -0.08 0.27
C 2.772 -0.093 -0.330 0.32 0.05 -0.20
H 3.258 0.458 -1.150 0.03 -0.29 0.24
H 2.416 -1.066 -0.696 0.08 0.36 0.00
H 3.503 -0.275 0.474 -0.20 0.08 -0.32
C -2.948 -0.424 -1.167 -0.33 -0.22 -0.14
H -3.350 -1.210 -0.509 0.07 0.25 -0.23
H -3.275 -0.630 -2.196 0.09 0.12 0.36
H -3.359 0.542 -0.838 0.17 -0.27 -0.11
C -0.489 -1.978 -1.679 -0.02 -0.30 -0.58
H 0.559 -2.130 -1.397 -0.24 0.16 0.07
H -0.554 -2.014 -2.770 0.07 -0.01 0.30
H -1.084 -2.809 -1.272 0.13 0.24 -0.06
C -1.712 1.319 1.736 -1.29 2.28 1.05
C -1.290 2.437 2.623 -0.25 -0.74 -0.73
C -1.368 2.314 4.026 0.26 0.66 0.40
C -1.013 3.369 4.876 -0.36 -0.58 -0.27
C -0.613 4.597 4.339 0.19 -0.17 0.20
C -0.547 4.747 2.949 -0.05 -0.10 -0.53
C -0.876 3.689 2.093 0.19 0.15 0.70
H -2.459 0.668 2.222 0.33 0.07 -0.26
H -2.065 1.684 0.763 0.20 -0.14 0.23
H -1.750 1.395 4.458 0.12 0.42 -0.01
H -1.092 3.215 5.957 0.05 0.21 -0.43
H -0.339 5.416 5.017 -0.17 -0.33 -0.45
H -0.239 5.712 2.528 -0.16 -0.43 0.15
H -0.828 3.816 1.014 -0.05 0.09 0.15